Density functional theory data (ωB97M-V/def2-TZVPD) for C31H17Cl5N4O5Ti as an isolated structure.

Structure (ORCA input):
```
! RIJCOSX wB97M-V def2-TZVPD def2/J DEFGRID3
* xyz -2 1
Ti 0.374 -0.372 -0.112
Cl 2.186 -0.808 -4.448
Cl 0.751 2.030 3.245
Cl 3.611 4.399 -4.616
Cl -4.176 1.732 5.387
Cl -2.313 -2.349 2.399
O -0.010 -0.550 1.929
O 1.118 -0.139 -1.822
O 0.594 1.444 0.171
O -3.872 -0.570 -0.303
O 1.997 -4.295 0.092
N 2.413 -0.820 0.589
N 0.545 -2.488 -0.222
N -1.871 1.840 -1.428
N -1.599 -0.983 -0.598
C 2.746 -2.110 0.552
C -1.735 -2.359 -0.889
C -1.718 3.162 -1.416
C 2.232 0.766 -3.692
C 4.597 -0.257 1.318
C 2.860 3.047 -3.762
C 1.684 -3.097 0.102
C 4.953 -1.599 1.290
C -1.733 1.723 4.200
C 1.723 2.196 -1.791
C -0.754 1.171 3.394
C 2.336 3.262 -2.518
C -1.818 -5.100 -1.472
C -0.903 -0.064 2.711
C -2.108 -0.748 3.023
C -2.915 1.032 4.389
C 1.669 0.902 -2.428
C -2.130 3.970 -0.367
C 1.206 2.398 -0.516
C -2.454 1.276 -0.374
C -3.104 -0.214 3.819
C 4.018 -2.541 0.902
C -2.695 -0.217 -0.425
C -0.588 -3.169 -0.689
C -0.649 -4.533 -0.976
C 2.834 1.808 -4.395
C -2.740 3.370 0.726
C -2.890 -2.949 -1.399
C -2.930 -4.307 -1.691
C 3.307 0.093 0.958
C -2.925 2.002 0.718
H 2.962 1.121 0.949
H -3.844 -4.739 -2.085
H -4.014 -0.772 3.987
H -1.228 3.590 -2.285
H 5.956 -1.904 1.564
H 5.301 0.511 1.608
H -1.959 5.039 -0.405
H 4.224 -3.601 0.853
H 0.228 -5.135 -0.808
H -3.064 3.961 1.575
H -1.566 2.681 4.672
H 3.255 1.655 -5.376
H -3.406 1.482 1.536
H -3.764 -2.338 -1.550
H 1.258 3.377 -0.044
H 2.386 4.247 -2.068
H -1.846 -6.162 -1.688
*
```

Calculated values
Energy, Ha: -4937.48800
ΔE to the lowest compared entry with this formula, charge and spin, kJ/mol: 41.3
Gap between HOMO and LUMO, eV: 4.19



Density functional theory data (ωB97M-V/def2-TZVPD) for C31H19Br4N6O8S2Ti as an isolated structure.

Structure (ORCA input):
```
! RIJCOSX wB97M-V def2-TZVPD def2/J DEFGRID3
* xyz -2 2
Br -5.983 4.047 3.747
Br -7.803 1.536 2.531
Br -6.267 -0.824 0.684
Br -2.688 4.118 3.065
Ti -1.376 0.015 0.645
S 3.592 0.039 -0.467
S 2.814 0.033 2.691
O 4.356 1.095 0.163
O -1.886 1.770 1.352
O -3.322 -0.203 0.375
O -1.155 -2.695 3.681
O -1.729 -0.931 2.395
O 3.571 -0.041 -1.906
O -0.582 -1.162 -3.092
O -1.123 0.021 -1.241
N 0.502 0.533 1.665
N -2.339 3.243 -1.427
N 0.259 2.683 -0.822
N 2.089 -0.016 0.017
N -0.725 -1.801 0.330
N 6.046 -5.040 1.467
C 0.340 -3.309 -1.150
C 0.710 2.300 -3.158
C 1.746 0.176 1.307
C 5.896 -2.615 1.526
C -1.169 -2.080 2.630
C -1.486 3.020 -2.462
C 3.950 -2.673 -0.450
C 0.295 2.385 -4.502
C 5.338 -1.429 1.066
C 1.532 0.489 3.748
C -5.942 1.647 2.173
C -3.185 1.785 1.621
C -4.076 3.687 -3.009
C -3.228 3.468 -4.054
C -3.809 2.746 2.398
C -0.518 -2.626 1.375
C -1.884 3.103 -3.812
C 4.357 -1.457 0.087
C -5.320 0.658 1.387
C -0.674 -1.037 -1.897
C -0.142 2.645 -2.133
C 0.419 0.719 3.040
C -3.579 3.552 -1.690
C -0.960 2.803 -4.846
C 5.471 -3.836 1.015
C 0.160 -3.809 1.206
C 0.596 -4.159 -0.071
C 4.505 -3.854 0.009
C -5.188 2.694 2.679
C -3.962 0.698 1.087
C -0.314 -2.129 -0.916
H 5.444 -5.841 1.370
H 1.696 1.917 -2.917
H 1.670 0.564 4.815
H -4.236 3.703 -0.836
H 1.038 2.079 -0.599
H 5.648 -0.472 1.467
H -0.482 2.658 -0.135
H 6.658 -2.595 2.299
H 6.435 -4.983 2.394
H 0.647 -3.548 -2.162
H -0.524 1.052 3.443
H -5.112 3.960 -3.168
H 0.996 2.096 -5.278
H 1.128 -5.090 -0.227
H -3.572 3.552 -5.080
H -1.267 2.889 -5.883
H 4.183 -4.805 -0.405
H 3.194 -2.679 -1.225
H 0.328 -4.441 2.068
*
```

Calculated values
Energy, Ha: -14065.47410
ΔE to the lowest compared entry with this formula, charge and spin, kJ/mol: 86.8
Gap between HOMO and LUMO (alpha / beta), eV: 5.36 / 6.53



Q: Number 2 is which compound?
A: C31H19Br4N6O8S2Ti



Q: Number 1 is which compound?
A: C31H17Cl5N4O5Ti



Q: Which formula does entry 1 have?
A: C31H17Cl5N4O5Ti